Record 1
Entry from the OMol25 dataset: a molecular structure, C49H46NO5SZr (the ωB97M-V functional and the def2-TZVPD basis).

Geometry as XYZ:
```
103
Properties=species:S:1:pos:R:3:forces:R:3:lowdin_charge:R:1
Zr 1.298610 -0.641405 -0.572058 0.7 -0.7 -1.0 1.865
C -3.541359 1.700423 -0.157500 0.0 0.1 0.1 0.033
C -2.496583 1.885445 0.917766 0.2 -0.1 0.1 -0.539
C -2.961040 2.729351 2.088028 -0.1 0.0 -0.1 0.028
O -1.331904 2.429784 0.319791 -0.1 0.1 0.0 0.011
C -0.193162 1.829122 0.914312 -0.1 0.1 0.1 -0.154
C -0.743875 0.392053 1.061482 -0.1 -0.1 0.1 -0.206
O -2.085026 0.587431 1.429403 0.0 0.1 -0.1 -0.016
C 0.002195 -0.654454 1.935562 0.2 0.0 -0.1 -0.354
O 1.306143 -0.682367 1.353664 -0.3 -0.1 -0.1 -0.307
C 0.149105 -0.322362 3.406352 0.1 0.0 0.1 -0.141
C 1.224962 -0.898632 4.078203 0.0 0.0 0.0 -0.011
C 1.427267 -0.651623 5.422861 0.0 0.0 0.0 -0.060
C 0.556259 0.176620 6.118684 0.0 0.0 0.0 -0.075
C -0.516602 0.747377 5.458029 0.0 0.0 0.0 -0.062
C -0.723307 0.497403 4.106532 -0.1 0.0 0.1 -0.024
C -0.602479 -2.046412 1.728251 -0.3 0.0 0.1 -0.126
C 0.003024 -3.004718 0.918237 0.1 0.1 0.0 -0.056
C -0.586094 -4.248377 0.718277 -0.1 0.0 0.0 -0.058
C -1.778660 -4.557349 1.348952 0.1 0.0 0.0 -0.076
C -2.376737 -3.618834 2.179573 0.0 0.1 0.0 -0.063
C -1.800023 -2.374508 2.361224 0.0 0.0 0.0 -0.002
C 1.019776 2.090462 -0.026172 0.1 -0.2 -0.1 -0.356
O 0.923631 1.191788 -1.145655 0.0 0.2 0.2 -0.345
C 1.018359 3.524360 -0.534113 -0.1 0.1 0.1 -0.143
C 1.239506 3.792791 -1.874994 0.0 0.0 0.0 -0.017
C 1.300790 5.106731 -2.319815 0.0 0.0 0.0 -0.068
C 1.144486 6.155555 -1.430993 0.0 0.0 0.0 -0.080
C 0.925477 5.889343 -0.086089 0.0 0.0 0.0 -0.062
C 0.863242 4.580409 0.359166 0.0 0.0 -0.1 -0.017
C 2.378997 1.829430 0.656469 -0.3 0.2 0.2 -0.170
C 3.444192 1.393668 -0.123570 0.1 0.0 -0.2 -0.057
C 4.687310 1.134105 0.454273 0.0 -0.1 -0.1 -0.050
C 4.870022 1.307604 1.811101 0.0 0.0 0.0 -0.058
C 3.814978 1.772931 2.590386 0.0 0.0 0.0 -0.044
C 2.585292 2.040793 2.021054 0.0 -0.1 -0.1 -0.020
H -3.812669 2.667575 -0.578228 0.0 0.0 0.0 0.103
H -4.435466 1.240587 0.259190 0.0 0.0 0.0 0.100
H -3.150850 1.077242 -0.960097 0.0 0.0 0.0 0.064
H -3.385352 3.664850 1.728586 0.0 0.0 0.0 0.099
H -2.127006 2.961117 2.747303 0.1 0.0 0.0 0.087
H -3.721117 2.198096 2.659265 0.0 0.0 0.0 0.101
H 0.001008 2.245730 1.907590 -0.1 0.0 0.0 0.142
H -0.782187 -0.004453 0.019433 -0.1 -0.1 0.1 0.114
H 1.913521 -1.532882 3.536793 0.0 0.0 0.0 0.118
H 2.268220 -1.103133 5.930050 0.0 0.0 0.0 0.109
H 0.712455 0.368567 7.170783 0.0 0.0 0.0 0.107
H -1.203995 1.388901 5.991739 0.0 0.0 0.0 0.108
H -1.580227 0.928500 3.616210 0.0 0.0 0.0 0.094
H 0.994311 -2.865581 0.475855 -0.2 -0.1 0.2 0.078
H -0.090226 -4.979973 0.094168 0.0 0.0 0.0 0.117
H -2.231614 -5.528826 1.210065 0.0 0.0 0.0 0.111
H -3.299037 -3.859956 2.690207 0.0 0.0 0.0 0.114
H -2.268038 -1.652664 3.016976 0.0 0.0 0.0 0.124
H 1.362830 2.977653 -2.574682 0.0 0.0 0.0 0.111
H 1.475097 5.308810 -3.367682 0.0 0.0 0.0 0.106
H 1.194435 7.176919 -1.780482 0.0 0.0 0.0 0.105
H 0.802536 6.701250 0.616606 0.0 0.0 0.0 0.108
H 0.695767 4.388841 1.410467 0.0 0.0 0.1 0.118
H 3.348000 1.322846 -1.204753 0.0 0.0 0.1 0.120
H 5.499879 0.802785 -0.176790 0.0 0.0 0.0 0.111
H 5.828601 1.101095 2.264841 0.0 0.0 0.0 0.110
H 3.952668 1.920147 3.652089 0.0 0.0 0.1 0.113
H 1.787146 2.386866 2.661417 0.0 0.0 0.0 0.113
C 2.449715 -0.830713 -3.659855 -0.2 0.1 -0.1 -0.045
C 3.397492 -1.252426 -2.584193 0.0 0.0 0.1 -0.383
C 4.753774 -1.361277 -2.637085 -0.1 -0.1 0.0 -0.044
C 5.186728 -1.887825 -1.383744 0.0 0.0 0.0 -0.056
C 4.084709 -2.066982 -0.603184 -0.1 0.0 -0.1 -0.373
C 4.009605 -2.577688 0.795187 -0.1 0.0 0.2 -0.037
N 2.948192 -1.679204 -1.322515 0.2 0.2 0.0 -0.126
H 3.016188 -0.469481 -4.517477 0.0 0.0 0.0 0.090
H 1.780849 -0.001352 -3.378547 0.1 -0.1 0.0 0.057
H 1.823544 -1.660573 -4.003967 0.0 0.0 0.0 0.074
H 5.365652 -1.129458 -3.492486 0.1 0.0 0.0 0.107
H 6.198026 -2.120116 -1.094719 0.1 0.0 0.0 0.108
H 5.004466 -2.880397 1.116176 0.0 0.0 0.0 0.086
H 3.357253 -3.451261 0.881001 0.0 0.0 0.0 0.076
H 3.650239 -1.823511 1.504785 0.0 0.0 -0.1 0.059
O -0.188604 -1.549109 -1.769184 0.1 0.4 0.1 -0.644
S -1.111412 -2.085480 -2.870397 0.3 -0.1 0.0 1.141
C -2.438651 -2.870676 -2.022941 -0.1 0.0 0.0 -0.395
C -2.737275 -4.167448 -2.411834 -0.1 0.0 0.1 -0.073
C -3.826629 -4.801939 -1.826087 0.1 0.0 0.0 -0.055
C -4.577605 -4.137405 -0.872164 0.0 0.0 0.0 -0.052
C -4.247624 -2.843682 -0.477450 0.0 0.0 0.0 -0.054
C -3.174391 -2.193843 -1.053750 0.0 -0.1 0.0 -0.046
C -1.940573 -0.665237 -3.543550 0.0 0.0 0.0 -0.371
C -2.904840 -0.926590 -4.511684 0.0 0.1 0.0 -0.070
C -3.548400 0.141570 -5.109868 0.0 0.0 0.0 -0.053
C -3.222740 1.444438 -4.747836 0.0 0.0 0.0 -0.052
C -2.258752 1.680679 -3.784331 0.1 0.0 0.1 -0.049
C -1.598323 0.620403 -3.170673 -0.1 0.1 0.0 -0.067
H -2.136527 -4.671164 -3.155997 0.0 0.0 -0.1 0.115
H -4.082513 -5.810996 -2.115458 0.0 0.0 0.0 0.116
H -5.429814 -4.629621 -0.426564 0.0 0.0 0.0 0.116
H -4.832217 -2.345137 0.282825 0.0 0.0 0.0 0.119
H -2.913566 -1.187246 -0.753950 0.0 0.0 0.0 0.104
H -3.158694 -1.940567 -4.791775 0.0 -0.1 0.0 0.118
H -4.304748 -0.041283 -5.858987 0.0 0.0 0.0 0.115
H -3.726791 2.272928 -5.224103 0.0 0.0 0.0 0.114
H -2.008615 2.691173 -3.491511 0.0 0.0 0.0 0.119
H -0.852606 0.823606 -2.415677 0.1 0.0 0.0 0.082
```
Positions in Å, forces in eV/Å.

Values from the calculation:
Energy in hartree: -2770.93491
Multiplicity: 1
Largest force on an atom in Eh/bohr: 0.02804
Orbital gap in eV: 7.364
LUMO energy in Ha: -0.096
Total charge: +1
HOMO in eV: -9.99

---

Record 2
Entry from the OMol25 dataset: a molecular structure, C29H36F3N5O2S2SbTi (the ωB97M-V functional and the def2-TZVPD basis).

Geometry as XYZ:
```
79
Properties=species:S:1:pos:R:3:forces:R:3:lowdin_charge:R:1
Ti 9.080671 12.520921 15.545752 0.0 -0.1 0.4 0.534
N 8.869925 10.244034 15.307236 0.8 0.4 0.5 -0.061
C 10.155628 9.493669 15.585919 -1.1 0.2 0.5 -0.153
C 11.339454 10.432868 15.685042 0.6 -0.8 -0.1 -0.188
N 11.030783 11.756648 16.241757 0.7 1.0 -0.3 -0.145
C 11.183774 11.840694 17.719252 -1.0 -0.2 0.4 -0.163
C 9.944345 11.215557 18.333759 -0.3 -0.3 0.5 -0.165
N 8.709850 11.747130 17.672379 0.1 0.7 0.2 -0.043
H 8.118270 9.890170 15.904359 0.2 0.0 -0.3 0.102
H 8.639324 10.018192 14.361106 -0.6 -0.2 -0.6 0.024
H 10.320294 8.756103 14.813772 0.1 -0.1 -0.3 0.113
H 9.949556 8.915980 16.473802 0.4 0.0 0.5 0.119
H 11.767201 10.535723 14.688621 -0.1 0.3 0.2 0.064
H 12.113136 9.928731 16.264139 0.1 0.1 0.2 0.149
H 11.697580 12.452591 15.856020 -0.3 -0.6 0.1 0.130
H 11.311176 12.874924 18.049143 -0.1 -0.2 -0.4 0.115
H 12.028197 11.289482 18.091389 0.7 -0.3 -0.2 0.135
H 9.895845 11.420323 19.410869 0.1 -0.1 -0.2 0.141
H 9.961145 10.109370 18.224265 -0.1 0.8 0.0 0.129
H 8.409565 12.612926 18.141184 0.3 -0.4 -0.1 0.101
H 7.945613 11.119795 17.887981 -0.2 -0.3 -0.2 0.107
N 9.726547 14.125160 16.756853 -0.2 -0.4 -0.9 0.052
C 9.657174 15.117988 17.364967 0.2 0.3 1.2 -0.193
N 9.625742 16.149041 18.117795 -0.6 0.3 -0.7 -0.026
C 9.337812 17.500581 17.507319 -0.6 -0.2 0.2 -0.043
C 8.235510 18.177464 18.327435 0.3 -0.1 0.2 -0.174
O 8.620629 18.235843 19.681332 -0.1 -0.5 0.3 -0.098
C 8.714193 16.937628 20.261689 -0.6 0.2 -1.2 -0.148
C 9.837285 16.137704 19.598386 -0.5 0.4 -0.3 -0.047
H 8.974614 17.393818 16.474319 0.5 -0.2 0.2 0.132
H 10.278913 18.044695 17.568505 -0.1 0.2 -0.2 0.145
H 7.257626 17.665603 18.228066 0.4 0.1 -0.1 0.139
H 8.136464 19.204936 17.985941 -0.1 0.0 0.0 0.145
H 7.740488 16.397423 20.180144 0.5 0.3 -0.1 0.145
H 8.906042 17.072563 21.298426 0.3 0.1 0.9 0.133
H 9.831988 15.129779 19.969701 0.1 -0.6 0.0 0.126
H 10.808341 16.579207 19.743730 0.3 0.3 0.3 0.140
C 5.480329 15.983937 14.022738 0.2 -0.6 0.0 0.050
O 5.635958 14.568293 14.449252 0.3 -0.3 0.2 -0.114
C 6.762624 13.968764 14.612741 0.0 0.7 -0.1 -1.156
S 8.315789 14.599623 14.310422 -0.4 -0.1 -0.1 0.714
S 6.754275 12.358680 15.235633 -0.5 -0.2 -0.1 0.757
H 4.415466 16.112493 13.903212 -0.2 -0.1 0.1 0.114
H 5.976546 16.113747 13.071174 0.2 0.1 -0.1 0.101
H 5.862964 16.620706 14.808685 0.2 0.1 0.1 0.100
F 6.862445 12.750416 7.722310 0.0 0.1 -0.1 0.127
C 7.551850 12.655146 8.850014 -1.1 0.3 -0.1 -0.260
C 8.840397 12.211837 8.801478 1.0 -0.4 -0.5 0.034
C 9.523187 12.043828 9.997632 -0.2 0.1 -0.4 -0.102
C 8.910818 12.343011 11.203085 -0.4 0.4 0.4 -0.383
C 7.590720 12.800717 11.230870 0.1 -0.2 -0.8 -0.110
C 6.902229 12.960827 10.040479 0.9 -0.5 0.3 0.033
Sb 10.102841 12.009315 12.873510 -1.1 -0.1 0.6 1.579
C 11.743025 13.213618 12.674181 1.3 0.2 0.1 -0.393
C 11.523279 14.364370 11.908946 0.7 0.5 0.1 -0.106
C 12.557525 15.297636 11.728985 -0.4 -1.1 0.6 0.053
C 13.760750 15.021731 12.373285 -0.6 0.4 -0.3 -0.278
F 14.737949 15.877887 12.208853 0.7 0.6 -0.1 0.135
C 14.008681 13.927266 13.176962 -0.8 -0.8 -0.6 0.029
C 13.000289 12.968308 13.291538 -0.2 1.2 -0.4 -0.107
C 10.588126 10.025004 12.537328 0.1 -0.5 -0.3 -0.417
C 9.569346 9.076284 12.325035 -0.2 0.4 0.1 -0.120
C 9.877029 7.742355 12.107444 -0.9 0.4 -0.1 0.034
C 11.201758 7.385762 12.115639 0.0 0.4 0.2 -0.297
F 11.489575 6.125948 11.994831 0.4 -1.3 -0.3 0.156
C 12.223753 8.288757 12.283328 0.5 0.8 0.0 0.044
C 11.923385 9.635845 12.483223 0.1 -0.7 0.2 -0.106
H 9.302413 11.968924 7.831410 -0.3 0.1 0.6 0.154
H 10.522479 11.655948 9.953776 0.4 -0.1 0.0 0.112
H 7.014305 12.986845 12.111855 0.1 0.0 0.6 0.066
H 5.877968 13.231621 10.085991 -0.7 0.3 -0.4 0.124
H 10.543682 14.523827 11.465677 0.2 0.1 -0.1 0.099
H 12.465441 16.199248 11.143449 -0.1 0.0 -0.1 0.137
H 15.007737 13.805844 13.550685 0.2 -0.2 0.3 0.135
H 13.248002 12.072730 13.834158 -0.2 -0.3 0.2 0.085
H 8.518224 9.393005 12.353146 0.3 -0.2 -0.3 0.120
H 9.123724 6.979810 11.914304 0.1 0.2 0.1 0.147
H 13.244099 7.939180 12.247258 0.1 0.0 0.0 0.140
H 12.742514 10.330788 12.665721 -0.2 -0.1 -0.3 0.099
```
Positions in Å, forces in eV/Å.

Values from the calculation:
Energy in hartree: -3735.70234
Multiplicity: 1
Largest force on an atom in Eh/bohr: 0.02632
Orbital gap in eV: 6.425
LUMO energy in Ha: -0.366
Total charge: +3
HOMO in eV: -16.39

---

Record 3
Entry from the OMol25 dataset: C4H10N2O in the gas phase (the ωB97M-V functional and the def2-TZVPD basis).

Geometry as XYZ:
```
17
Properties=species:S:1:pos:R:3:forces:R:3:lowdin_charge:R:1
N -1.244774 2.273350 1.262655 0.4 0.3 -1.1 0.009
C -0.081008 1.477212 0.992923 1.2 0.0 0.3 -0.294
C -0.306403 0.177215 0.222919 -0.7 0.6 0.0 -0.411
N -0.929139 0.480441 -1.064756 0.5 0.3 1.1 0.066
C 1.035359 -0.518882 0.015792 0.6 -0.6 0.4 -0.137
C 0.897509 -2.006394 -0.261474 -0.7 0.3 -0.2 -0.255
O 0.893997 -2.403809 -1.398378 0.2 -0.2 -0.1 0.046
H -2.035391 1.857303 1.692313 -0.3 -0.4 0.6 0.056
H -1.005838 3.187344 1.599391 -0.3 0.1 0.2 0.065
H 0.519649 1.250387 1.897466 -0.3 -0.1 0.0 0.106
H 0.605924 2.052508 0.360187 -0.2 0.2 0.0 0.121
H -0.948348 -0.449527 0.868608 0.1 -0.2 -0.2 0.142
H -0.465611 -0.018689 -1.785212 -0.3 -0.6 -0.8 0.052
H -1.931667 0.457854 -1.059759 -0.1 -0.2 -0.3 0.072
H 1.651160 -0.296017 0.890937 0.0 -0.4 0.1 0.112
H 1.604171 -0.188129 -0.853641 -0.3 0.6 -0.1 0.126
H 0.680632 -2.740714 0.538138 0.2 0.3 0.3 0.124
```
Positions in Å, forces in eV/Å.

Values from the calculation:
Energy in hartree: -343.13033
Multiplicity: 1
Largest force on an atom in Eh/bohr: 0.02412
Orbital gap in eV: 9.997
LUMO energy in Ha: 0.037
HOMO in eV: -8.99
SMILES string: NC[C@@H](N)CC=O